DFT (the ωB97M-V functional and the def2-TZVPD basis) results for 6 unconnected molecules or ions with the total composition C22H30F5N2O15 at a distorted geometry.

Summary:
E_HOMO   -12.578 eV
Frontier orbital gap   0.3135 Eh
Charge   +1

CARTESIAN COORDINATES (ANGSTROEM)
N -0.974 3.855 0.543
C -0.771 2.344 0.363
C -2.222 1.688 -0.035
C -2.161 0.137 -0.560
C -0.646 -0.490 -0.577
N 0.153 -0.240 -1.665
C 1.528 -0.862 -1.563
C 1.173 -2.145 -0.571
C 0.204 -1.379 0.507
H -1.060 4.109 1.555
H -0.047 4.289 0.252
H 0.075 2.202 -0.434
H -0.498 1.932 1.437
H -2.793 2.320 -0.859
H -2.877 1.703 0.962
H -2.864 -0.497 0.157
H -2.662 0.040 -1.639
H -0.299 0.354 -2.396
H 2.254 -0.080 -1.077
H 1.778 -1.249 -2.639
H 0.433 -2.832 -1.164
H 2.147 -2.613 -0.120
H 0.871 -0.650 1.177
H -0.476 -1.990 1.237
C 0.730 3.673 -4.322
C 1.074 2.875 -5.534
O 0.641 1.575 -5.206
C -0.401 1.754 -4.347
O -1.207 0.885 -4.059
O -0.438 3.029 -3.854
F 2.412 2.843 -5.726
H 1.505 3.626 -3.550
H 0.532 4.722 -4.557
H 0.574 3.211 -6.449
C 4.633 -2.752 -2.412
C 5.082 -1.612 -1.563
O 6.385 -1.983 -1.175
C 6.849 -2.762 -2.193
O 8.024 -3.046 -2.355
O 5.838 -3.180 -3.014
F 4.319 -1.509 -0.451
H 4.208 -3.575 -1.827
H 3.904 -2.446 -3.168
H 5.113 -0.650 -2.084
C -4.875 0.045 3.876
C -4.426 1.185 4.725
O -3.123 0.813 5.113
C -2.658 0.035 4.095
O -1.484 -0.249 3.932
O -3.670 -0.383 3.274
F -5.188 1.287 5.837
H -5.300 -0.778 4.461
H -5.604 0.350 3.120
H -4.395 2.147 4.203
C -7.472 -0.470 -0.595
C -6.484 -1.050 0.357
O -7.189 -1.099 1.576
C -8.497 -1.248 1.223
O -9.377 -1.601 1.991
O -8.701 -0.962 -0.099
F -5.422 -0.227 0.512
H -7.486 0.625 -0.577
H -7.304 -0.802 -1.623
H -6.140 -2.056 0.091
C 5.846 -0.985 2.199
C 6.225 -1.815 3.378
O 7.501 -1.330 3.726
C 7.502 -0.024 3.338
O 8.319 0.801 3.712
O 6.471 0.251 2.482
F 6.344 -3.117 3.032
H 6.237 -1.382 1.257
H 4.763 -0.864 2.106
H 5.547 -1.717 4.233